(1)
2 unconnected molecules or ions with the total composition C4H12OS2 at a distorted geometry. Source: OMol25; level of theory: ωB97M-V/def2-TZVPD.

The SMILES is CCSCSC.O. For the energy above the lowest of the compared OMol25 structures with the same formula, charge and spin, the calculation gives 61.0 kJ/mol. The value obtained for the HOMO energy is -0.3026 hartree. Its spin multiplicity is 1.

```
19
C4H12OS2 | OMol25 | ωB97M-V/def2-TZVPD
C -1.33947 -0.48974 -3.37631
C -1.54237 -0.43776 -1.87189
S -0.01012 0.29222 -1.29902
C -0.48950 0.48182 0.52062
S -0.42274 -1.06475 1.54688
C 1.36726 -1.24000 1.89194
H -1.09561 0.44806 -3.90326
H -2.28807 -0.88306 -3.77888
H -0.54097 -1.22379 -3.57675
H -1.67712 -1.46816 -1.49036
H -2.45750 0.13454 -1.62602
H -1.51512 0.88783 0.61390
H 0.20525 1.21514 0.97339
H 1.74918 -0.39131 2.48395
H 1.92223 -1.28271 0.93968
H 1.55560 -2.17197 2.45101
O 1.95732 2.26465 2.87098
H 2.83975 2.69268 2.79129
H 1.78192 2.23624 3.83881
```

natural (NBO) population analysis, charges in e, atoms 1 to 4:
1 C -0.623
2 C -0.539
3 S 0.186
4 C -0.660

=====

(2)
2 unconnected molecules or ions with the total composition C4H12OS2 at a distorted geometry. Source: OMol25; level of theory: ωB97M-V/def2-TZVPD.

The SMILES is CCCSSC.O. For the energy above the lowest of the compared OMol25 structures with the same formula, charge and spin, the calculation gives 195.7 kJ/mol. The value obtained for the HOMO energy is -0.2874 hartree. Its spin multiplicity is 1.

```
19
C4H12OS2 | OMol25 | ωB97M-V/def2-TZVPD
C -2.59083 0.92455 -0.38852
C -1.31340 1.75782 -0.19462
C -0.16189 1.44910 -1.13397
S 0.81798 0.03156 -0.48894
S 2.81842 -0.58502 -0.63799
C 3.00418 -2.17366 0.10987
H -2.40814 -0.16771 -0.36863
H -3.15842 1.25428 -1.27159
H -3.16521 1.08067 0.51800
H -0.89910 1.64845 0.81405
H -1.57946 2.76627 -0.50136
H 0.65308 2.17146 -1.26862
H -0.54437 1.36242 -2.14334
H 2.04757 -2.73094 0.21926
H 3.37331 -2.01854 1.13338
H 3.65025 -2.75650 -0.58779
O -0.52419 -1.60652 2.03199
H -0.06607 -1.22634 2.79726
H 0.04629 -1.18135 1.36154
```

natural (NBO) population analysis, charges in e, atoms 1 to 4:
1 C -0.617
2 C -0.419
3 C -0.449
4 S -0.100